21
Properties=species:S:1:pos:R:3 method="wB97M-V/def2-TZVPD" homo_energy_ev="-3.11 / -9.41" total_charge=0 gap_ha="0.1381 / 0.3614" multiplicity=2 relative_energy_ev=2.6409
C -0.698 1.705 0.781
C 0.249 1.476 -0.433
C 1.408 0.587 0.016
C 1.590 -0.687 -0.337
C 2.764 -1.549 -0.060
N -1.788 0.632 0.826
H -0.181 1.591 1.752
H -1.250 2.652 0.757
H -0.083 1.037 -1.412
H 0.580 2.473 -0.688
H 1.973 1.049 0.835
H 0.770 -1.172 -0.857
H 2.647 -2.221 0.784
H 2.952 -2.268 -0.875
H 3.627 -0.912 0.051
H -1.721 0.315 1.823
H -2.733 1.015 0.570
H -1.636 -0.223 0.212
H -2.499 -2.581 -0.658
H -2.483 -1.492 -1.731
O -2.420 -1.624 -0.768


13
Properties=species:S:1:pos:R:3 method="wB97M-V/def2-TZVPD" homo_energy_ev=-10.32 total_charge=0 gap_ha=0.4083 relative_energy_ev=1.9191 smiles="C=O.CCO"
C -0.411 -5.931 0.234
O -1.307 -6.725 0.265
H 0.432 -6.000 0.925
H -0.513 -4.971 -0.294
C -0.204 2.682 -0.921
C 0.739 2.932 0.249
O 0.060 2.529 1.463
H -1.222 3.015 -0.731
H 0.111 3.066 -1.891
H -0.265 1.597 -1.035
H 1.148 3.935 0.294
H 1.592 2.251 0.178
H -0.161 1.618 1.263


62
Properties=species:S:1:pos:R:3 method="wB97M-V/def2-TZVPD" homo_energy_ev="-6.56 / -7.21" total_charge=0 gap_ha="0.1665 / 0.1904" multiplicity=4
Co 2.763 -3.623 0.563
F 1.898 3.140 0.460
C 0.943 2.199 0.647
C 1.308 0.895 0.820
C 0.329 -0.068 1.060
C 0.742 -1.476 1.168
O 1.946 -1.731 1.020
C -0.306 -2.411 1.431
C -1.577 -1.949 1.556
N -1.971 -0.659 1.390
C -3.359 -0.301 1.527
C -4.400 -1.220 0.974
C -4.133 0.093 0.298
C -1.016 0.314 1.139
C -1.368 1.650 0.923
C -0.393 2.598 0.661
N -0.799 3.940 0.397
C -1.332 4.733 1.489
C -2.487 5.584 0.921
N -2.324 5.613 -0.573
C -0.911 5.946 -0.947
C -0.025 4.754 -0.524
C -0.133 -3.926 1.566
O -1.077 -4.542 2.053
O 0.955 -4.410 1.133
H 2.344 0.588 0.775
H -2.343 -2.675 1.796
H -3.589 0.215 2.452
H -5.307 -1.335 1.548
H -4.066 -2.113 0.466
H -4.867 0.882 0.391
H -3.600 0.055 -0.642
H -2.407 1.947 0.917
H -0.565 5.380 1.934
H -1.704 4.078 2.272
H -2.468 6.614 1.270
H -3.465 5.153 1.127
H -2.991 6.252 -1.004
H -2.505 4.662 -0.908
H -0.659 6.862 -0.415
H -0.870 6.138 -2.016
H 0.900 5.145 -0.094
H 0.241 4.147 -1.388
Cl 5.659 -4.932 0.181
C 4.166 -4.894 1.192
H 4.508 -4.765 2.220
H 3.745 -5.901 1.130
F 1.591 -0.919 -1.711
C 2.841 -0.801 -2.177
F 2.768 -0.596 -3.488
F 3.382 0.296 -1.620
S 3.880 -2.300 -1.773
O 4.270 -2.075 -0.403
O 4.838 -2.331 -2.824
N 2.838 -3.484 -1.698
S 2.423 -4.377 -2.972
O 3.313 -5.465 -3.207
O 1.972 -3.565 -4.061
C 0.902 -5.117 -2.226
F 0.064 -4.163 -1.810
F 1.207 -5.913 -1.217
F 0.284 -5.834 -3.169


36
Properties=species:S:1:pos:R:3 method="wB97M-V/def2-TZVPD" homo_energy_ev=-7.94 total_charge=0 gap_ha=0.2468
Pb -8.392 -2.955 9.063
C -13.037 -3.980 9.036
C -13.419 -4.909 9.946
C -12.954 -4.902 11.274
C -12.055 -3.937 11.642
C -11.879 -2.799 10.793
C -12.176 -2.916 9.433
C -11.303 -4.076 13.008
C -12.094 -4.343 14.208
C -11.499 -4.189 15.469
C -10.126 -3.779 15.559
C -9.453 -3.503 16.766
C -8.093 -3.235 16.749
C -7.437 -3.199 15.493
C -8.103 -3.291 14.337
C -9.477 -3.647 14.286
N -10.035 -3.771 13.038
H -13.441 -3.935 7.989
H -14.169 -5.638 9.725
H -13.450 -5.586 11.920
H -11.853 -2.189 8.731
H -13.144 -4.382 14.127
H -12.064 -4.353 16.306
H -10.143 -3.453 17.578
H -7.483 -2.882 17.610
H -6.347 -2.932 15.339
H -7.617 -3.155 13.363
S -6.569 -1.181 10.070
S -8.037 -0.873 11.372
S -9.779 -0.944 10.267
S -11.407 -1.245 11.558
O -8.792 0.582 6.559
Cl -9.029 -0.844 6.440
O -7.851 -1.600 7.021
O -9.160 -1.338 5.085
O -10.230 -1.191 7.165


8
Properties=species:S:1:pos:R:3 method="wB97M-V/def2-TZVPD" homo_energy_ev=-10.39 total_charge=0 gap_ha=0.4059 relative_energy_ev=4.7299 smiles=BrCC1OO1
Br 2.355 0.153 0.129
C 0.509 0.571 -0.340
C -0.482 -0.297 0.443
O -1.653 -0.575 -0.239
O -0.678 -1.522 -0.062
H 0.322 1.616 -0.069
H 0.384 0.401 -1.525
H -0.757 -0.347 1.662


16
Properties=species:S:1:pos:R:3 method="wB97M-V/def2-TZVPD" homo_energy_ev="-7.67 / -7.67" total_charge=0 gap_ha="0.2799 / 0.2800" relative_energy_ev=5.7360
C -1.432 0.406 0.748
C 0.011 -0.577 -1.062
C -0.237 0.648 -0.288
C 1.560 -0.073 -0.266
C 2.168 -0.760 0.688
O -1.914 -0.889 0.956
N -0.102 1.858 -0.747
H -2.393 -1.183 0.173
H -0.986 2.358 -0.838
H -2.247 1.084 0.474
H -1.011 0.724 1.703
H -0.283 -1.522 -0.612
H -0.110 -0.494 -2.141
H 2.118 0.597 -0.906
H 1.614 -1.391 1.368
H 3.246 -0.786 0.750


12
Properties=species:S:1:pos:R:3 method="wB97M-V/def2-TZVPD" homo_energy_ev=-9.36 total_charge=0 gap_ha=0.3855 relative_energy_ev=2.9151 smiles=C1O[C@H]2C[C@H]2O1
C -1.578 0.198 0.068
O -0.695 0.939 -0.705
C 0.439 0.105 -0.859
C 1.367 0.275 0.282
C 0.388 -0.817 0.480
O -0.824 -0.458 1.112
H -1.994 -0.626 -0.528
H -2.340 0.893 0.456
H 0.848 0.247 -1.888
H 2.351 -0.106 0.048
H 1.285 1.193 0.835
H 0.753 -1.842 0.700


17
Properties=species:S:1:pos:R:3 method="wB97M-V/def2-TZVPD" homo_energy_ev="-11.78 / -11.78" total_charge=+1 gap_ha="0.2340 / 0.0869" multiplicity=2 relative_energy_ev=3.6321
C 0.322 2.026 -1.279
N 1.665 1.983 -0.624
C 2.285 0.678 -0.815
H -0.403 1.796 -0.425
H 0.154 1.299 -2.111
H 0.074 3.037 -1.651
H 2.223 2.606 -1.183
H 1.495 0.032 -0.417
H 2.593 0.486 -1.819
H 3.125 0.458 -0.069
C -2.108 -2.745 1.066
C -1.438 -1.667 0.573
O -0.964 -0.607 1.309
H -2.790 -3.382 0.456
H -2.267 -2.818 2.115
H -1.243 -1.556 -0.479
H -1.275 -0.736 2.208


12
Properties=species:S:1:pos:R:3 method="wB97M-V/def2-TZVPD" homo_energy_ev="-8.04 / -8.04" total_charge=0 gap_ha="0.2985 / 0.2985" relative_energy_ev=4.5968
C -1.320 -0.421 0.154
C 1.398 0.378 -0.620
C 0.981 1.167 0.622
N 0.851 -0.270 0.492
N -1.525 -1.686 0.021
S -2.030 0.917 -0.121
H 0.971 0.515 -1.631
H 2.482 0.372 -0.840
H 1.801 1.657 1.158
H 0.013 1.696 0.540
H -1.078 -2.458 0.307
H -2.542 -1.866 -0.082


10
Properties=species:S:1:pos:R:3 method="wB97M-V/def2-TZVPD" homo_energy_ev=-9.57 total_charge=0 gap_ha=0.3829 relative_energy_ev=1.4620 smiles="O=C1CNC1"
O -1.163 1.135 -1.536
C -0.535 0.452 -0.754
C 0.854 0.607 -0.148
N 0.685 -0.646 0.567
C -0.702 -0.777 0.140
H 1.614 0.599 -0.917
H 0.945 1.524 0.480
H 0.744 -0.595 1.605
H -1.429 -0.588 0.876
H -1.012 -1.712 -0.313


74
Properties=species:S:1:pos:R:3 method="wB97M-V/def2-TZVPD" homo_energy_ev=-12.05 total_charge=+1 gap_ha=0.2974 relative_energy_ev=2.8475
C 1.414 -4.433 3.766
C 0.466 -3.853 2.810
N -0.374 -2.694 3.281
C -1.302 -3.072 4.334
C 0.421 -1.629 3.686
C 1.609 -1.165 2.628
C -1.256 -2.130 2.111
C -2.478 -3.064 1.773
O -3.042 -2.522 0.558
C -3.976 -1.505 0.768
H 2.256 -3.698 4.092
H 1.996 -4.959 3.205
H 0.857 -5.195 4.467
H -0.031 -4.769 2.526
H 1.017 -3.801 1.669
H -2.089 -2.350 4.763
H -0.671 -3.022 5.344
H -1.699 -4.023 4.196
H 0.893 -1.836 4.684
H -0.063 -0.608 3.671
H 1.880 -0.244 2.892
H 1.201 -1.243 1.583
H 2.613 -1.737 2.660
H -0.851 -2.156 1.172
H -1.684 -1.070 2.247
H -3.181 -3.088 2.551
H -2.131 -4.075 1.435
H -4.754 -1.389 -0.105
H -3.426 -0.608 0.812
H -4.340 -1.590 1.723
Li -2.118 2.680 1.592
N -0.372 1.726 0.205
O -0.226 2.607 0.978
O 0.461 1.055 -0.307
O -1.601 1.242 0.074
C 2.835 -2.019 -1.278
C 3.411 -0.587 -1.211
C 3.984 -0.068 0.108
O 4.955 0.846 -0.472
C 5.238 0.545 -1.744
O 6.226 0.929 -2.360
O 4.330 -0.334 -2.194
H 3.614 -2.809 -1.312
H 2.253 -2.184 -2.201
H 2.277 -2.207 -0.284
H 2.742 0.179 -1.620
H 4.528 -0.773 0.686
H 3.320 0.481 0.677
C -4.436 -0.318 -2.787
C -3.792 1.087 -2.719
C -2.378 1.355 -3.381
O -2.601 2.630 -3.984
C -3.922 3.046 -3.930
O -4.248 4.071 -4.209
O -4.574 2.088 -3.471
H -3.752 -0.957 -2.137
H -4.312 -0.804 -3.806
H -5.433 -0.453 -2.652
H -3.991 1.518 -1.660
H -2.115 0.685 -4.164
H -1.530 1.350 -2.714
C 0.158 5.424 -2.534
C 1.359 4.644 -1.736
C 2.023 3.504 -2.476
O 3.386 3.812 -2.511
C 3.553 5.081 -2.016
O 4.542 5.633 -2.097
O 2.413 5.529 -1.572
H -0.539 4.661 -2.746
H 0.574 5.764 -3.542
H -0.347 6.347 -1.885
H 1.074 4.491 -0.586
H 1.773 3.562 -3.500
H 1.956 2.435 -1.840


110
Properties=species:S:1:pos:R:3 method="wB97M-V/def2-TZVPD" homo_energy_ev="-10.48 / -10.48" total_charge=+1 gap_ha="0.2222 / 0.2524" multiplicity=2 relative_energy_ev=0.9547
V -0.525 0.294 1.108
C -2.114 0.804 -4.279
C -2.344 -0.120 -3.076
C -3.316 -1.234 -3.472
C -1.035 -0.696 -2.654
C -0.174 -1.415 -3.487
C 0.963 -1.646 -2.743
C 2.212 -2.316 -3.209
C 2.885 -1.469 -4.293
C 1.907 -3.712 -3.757
N 0.765 -1.095 -1.524
N -0.460 -0.520 -1.469
B 1.662 -1.036 -0.284
N 0.900 -1.908 0.778
N -0.391 -1.561 0.963
C -1.108 -2.649 1.270
C -0.230 -3.725 1.348
C 1.031 -3.231 1.027
C 2.265 -4.080 1.055
C 3.476 -3.365 1.652
C 2.584 -4.662 -0.325
C -2.602 -2.695 1.367
C -3.087 -4.041 1.898
C -3.197 -2.422 -0.018
N 1.746 0.495 0.047
N 0.625 1.251 -0.002
C 0.956 2.524 -0.232
C 2.341 2.603 -0.269
C 2.815 1.307 -0.085
C 4.279 0.989 -0.064
C 4.703 0.002 1.023
C 4.758 0.551 -1.455
C -0.024 3.601 -0.574
C 0.630 4.978 -0.488
C -0.527 3.332 -1.997
H -3.012 1.379 -4.490
H -1.875 0.211 -5.157
H -1.291 1.491 -4.099
H -2.759 0.456 -2.245
H -2.862 -1.863 -4.233
H -4.227 -0.808 -3.884
H -3.578 -1.856 -2.621
H -0.356 -1.714 -4.497
H 2.900 -2.403 -2.366
H 2.245 -1.395 -5.167
H 3.824 -1.931 -4.588
H 3.089 -0.464 -3.935
H 1.312 -3.640 -4.663
H 1.351 -4.310 -3.039
H 2.834 -4.227 -3.994
H 2.738 -1.458 -0.462
H -0.466 -4.738 1.602
H 2.014 -4.922 1.706
H 3.970 -2.771 0.893
H 4.195 -4.090 2.028
H 3.177 -2.712 2.469
H 2.888 -3.876 -1.006
H 1.712 -5.164 -0.737
H 3.402 -5.375 -0.245
H -2.968 -1.912 2.036
H -2.819 -4.845 1.215
H -4.170 -4.025 1.988
H -2.656 -4.243 2.875
H -2.864 -3.175 -0.729
H -2.883 -1.439 -0.368
H -4.281 -2.461 0.045
H 2.939 3.483 -0.385
H 4.770 1.947 0.144
H 4.739 -1.005 0.634
H 4.020 0.023 1.866
H 5.698 0.248 1.381
H 4.307 -0.390 -1.754
H 5.839 0.431 -1.449
H 4.502 1.304 -2.199
H -0.871 3.559 0.115
H 1.441 5.065 -1.206
H 1.026 5.151 0.509
H -0.094 5.759 -0.703
H 0.303 3.358 -2.700
H -1.242 4.096 -2.290
H -1.007 2.358 -2.053
S 0.914 0.507 2.902
C 0.318 2.085 3.155
N -0.591 2.568 2.366
C -0.992 3.814 2.766
C -1.975 4.600 2.169
C -2.236 5.848 2.689
C -1.540 6.331 3.794
C -0.593 5.554 4.430
C -0.324 4.300 3.910
S 0.819 3.115 4.479
H -2.523 4.231 1.316
H -2.998 6.460 2.230
H -1.744 7.328 4.152
H -0.082 5.912 5.308
C -3.300 1.671 0.143
C -3.216 1.089 1.515
C -4.170 1.110 2.490
C -3.656 0.358 3.585
C -2.424 -0.106 3.223
C -1.556 -0.969 4.085
N -2.125 0.354 1.933
H -3.912 2.571 0.161
H -3.797 0.964 -0.524
H -2.304 1.901 -0.237
H -5.134 1.576 2.440
H -4.155 0.169 4.516
H -2.187 -1.625 4.685
H -0.971 -0.365 4.779
H -0.867 -1.588 3.514


90
Properties=species:S:1:pos:R:3 method="wB97M-V/def2-TZVPD" homo_energy_ev="-3.55 / -4.94" total_charge=-1 gap_ha="0.2141 / 0.2384" multiplicity=6 relative_energy_ev=0.1693
Ru -0.124 0.709 -0.485
N -0.498 4.363 1.586
C -0.979 5.253 0.606
C -1.937 6.216 0.899
C -2.359 7.091 -0.091
C -1.856 6.988 -1.381
C -0.917 6.011 -1.681
C -0.460 5.164 -0.683
S 0.800 3.968 -0.924
N 0.161 2.703 0.018
C -0.329 3.017 1.242
C -0.685 1.983 2.125
C -1.099 2.160 3.471
C -1.406 1.061 4.228
C -1.321 -0.222 3.670
C -0.932 -0.335 2.349
N -0.610 0.713 1.601
H -0.942 4.488 2.481
H -2.348 6.278 1.901
H -3.100 7.844 0.144
H -2.205 7.656 -2.158
H -0.539 5.896 -2.690
H -1.144 3.146 3.916
H -1.711 1.189 5.259
H -1.579 -1.106 4.234
H -0.881 -1.300 1.863
S -1.107 2.907 -5.384
As -1.718 0.895 -5.415
S -0.823 -0.297 -3.636
S 0.459 1.004 -2.667
S -3.781 0.452 -5.351
C 0.968 -3.706 -2.370
C 2.369 -3.261 -1.966
C 2.791 -2.037 -2.767
C 3.368 -4.396 -2.158
O 2.421 -2.928 -0.569
Si 1.310 -2.168 0.370
O 0.337 -1.192 -0.441
O 2.131 -1.392 1.563
C 3.271 -0.537 1.515
C 4.530 -1.400 1.492
C 3.228 0.377 0.294
C 3.209 0.296 2.790
O 0.349 -3.255 1.137
C 0.656 -4.437 1.874
C 0.619 -5.624 0.916
C -0.439 -4.565 2.926
C 2.024 -4.352 2.546
H 0.956 -3.982 -3.426
H 0.251 -2.898 -2.223
H 0.655 -4.569 -1.780
H 2.783 -2.258 -3.836
H 3.800 -1.730 -2.482
H 2.104 -1.210 -2.588
H 3.423 -4.681 -3.210
H 3.068 -5.269 -1.576
H 4.359 -4.082 -1.826
H 4.540 -2.018 0.594
H 4.546 -2.053 2.366
H 5.425 -0.774 1.505
H 3.159 -0.201 -0.629
H 4.132 0.987 0.248
H 2.371 1.054 0.351
H 3.223 -0.358 3.663
H 2.284 0.875 2.807
H 4.058 0.981 2.847
H -0.346 -5.665 0.410
H 0.777 -6.561 1.456
H 1.403 -5.517 0.166
H -1.416 -4.583 2.442
H -0.404 -3.707 3.600
H -0.314 -5.478 3.511
H 2.814 -4.262 1.798
H 2.204 -5.256 3.133
H 2.074 -3.483 3.202
C -5.110 2.514 -2.776
N -4.267 1.697 -1.935
C -4.735 0.680 -1.029
C -3.449 0.307 -0.288
O -3.383 -0.555 0.559
N -2.429 1.102 -0.762
C -2.960 1.893 -1.713
N -2.273 2.837 -2.345
H -6.053 1.992 -2.922
H -4.658 2.638 -3.761
H -5.305 3.490 -2.322
H -5.128 -0.193 -1.553
H -5.489 1.051 -0.329
H -1.261 2.758 -2.299
H -2.602 3.164 -3.245


14
Properties=species:S:1:pos:R:3 method="wB97M-V/def2-TZVPD" homo_energy_ev="-14.20 / -14.09" total_charge=+1 gap_ha="0.3967 / 0.2056" multiplicity=2 relative_energy_ev=1.7688
O 1.388 -1.621 0.016
C 1.900 -0.879 -0.771
H 2.984 -0.857 -0.959
H 1.267 -0.158 -1.347
C -1.616 -0.369 0.295
N -0.972 0.814 -0.227
C -0.530 1.837 0.695
H -0.918 -0.869 0.961
H -2.556 -0.076 0.778
H -1.814 -1.031 -0.541
H -1.535 1.272 -0.948
H -1.284 2.144 1.421
H -0.102 2.655 0.124
H 0.325 1.435 1.245